The following is a quantum chemistry calculation of a molecular structure, C10H12N3O6PtS2, from the Open Molecules 2025 dataset.

ORCA input file:
```
! wB97M-V def2-TZVPD RIJCOSX def2/J DEFGRID3
* xyz -2 2
Pt 1.814 0.347 -1.036
O 0.082 -0.665 -1.477
N 0.270 -1.983 -1.636
C 0.046 -2.434 -2.889
C 0.136 -3.753 -3.224
C 0.514 -4.650 -2.208
C 0.761 -4.182 -0.953
C 0.640 -2.805 -0.590
S 0.930 -2.239 0.960
H -0.196 -1.640 -3.578
H -0.049 -4.067 -4.241
H 0.621 -5.708 -2.420
H 1.062 -4.843 -0.153
N 0.685 1.484 0.104
C 0.181 2.471 0.598
N -0.799 2.388 1.649
C -1.697 3.507 1.768
C -2.415 3.427 3.102
O -3.122 2.203 3.248
C -2.235 1.092 3.095
C -1.504 1.123 1.770
H -2.454 3.520 0.961
H -1.117 4.429 1.697
H -3.158 4.222 3.200
H -1.677 3.523 3.912
H -2.854 0.198 3.185
H -1.503 1.103 3.914
H -2.225 0.989 0.947
H -0.779 0.310 1.699
O 3.727 1.452 -3.431
S 4.068 0.559 -2.339
O 5.434 0.081 -2.372
O 3.112 -0.655 -2.279
O 3.704 1.196 -0.983
*
```

Values from the calculation:
Relative energy (zero: lowest compared OMol25 entry of this formula, charge and spin) = 0.4465 eV
Orbital gap (alpha / beta) = 0.179 / 0.241 hartree
Energy = -52234.9798 eV
Highest occupied orbital energy (alpha / beta) = 0.076 / -1.645 eV

***

The following is a quantum chemistry calculation of a molecular structure, C22H51O7P2SbV, from the Open Molecules 2025 dataset.

ORCA input file:
```
! wB97M-V def2-TZVPD RIJCOSX def2/J DEFGRID3
* xyz 2 2
V -0.554 0.741 -0.718
C 3.583 0.884 -2.934
C 4.112 0.631 -1.543
C 5.597 0.373 -1.490
O 3.483 -0.602 -0.986
P 2.047 -0.774 -0.439
O 0.976 -0.313 -1.408
C 1.867 0.236 1.048
P 0.412 0.002 2.085
O -0.790 0.187 1.180
O 0.471 -1.419 2.674
C 0.387 -1.825 4.111
C 1.045 -3.180 4.190
C -1.065 -1.818 4.518
O 0.473 0.972 3.286
C 0.497 2.446 3.461
C 1.927 2.926 3.394
C -0.429 3.113 2.472
O 1.860 -2.242 -0.029
C 2.794 -3.390 0.157
C 3.924 -2.995 1.079
C 3.239 -3.883 -1.199
H 4.065 1.777 -3.333
H 2.506 1.042 -2.935
H 3.828 0.049 -3.590
H 3.838 1.438 -0.859
H 5.861 -0.466 -2.133
H 5.929 0.168 -0.473
H 6.126 1.256 -1.849
H 1.909 1.295 0.763
H 2.749 0.065 1.676
H 0.954 -1.075 4.662
H 0.510 -3.902 3.574
H 1.021 -3.531 5.222
H 2.086 -3.131 3.875
H -1.630 -2.541 3.930
H -1.505 -0.828 4.396
H -1.146 -2.094 5.569
H 0.114 2.543 4.475
H 2.322 2.884 2.377
H 2.567 2.351 4.061
H 1.962 3.967 3.714
H -0.049 3.018 1.451
H -0.488 4.177 2.704
H -1.432 2.692 2.527
H 2.137 -4.109 0.642
H 4.612 -2.304 0.594
H 4.484 -3.889 1.354
H 3.542 -2.552 2.000
H 3.880 -3.148 -1.685
H 2.382 -4.099 -1.835
H 3.812 -4.803 -1.077
C -4.514 1.258 0.442
C -4.342 -0.157 -0.098
Sb -2.895 -0.226 -1.663
C -3.866 0.825 -3.257
C -5.325 0.441 -3.470
C -2.918 -2.268 -2.323
C -4.200 -3.025 -1.996
H -5.236 1.276 1.258
H -4.875 1.944 -0.327
H -3.571 1.653 0.829
H -5.279 -0.550 -0.496
H -4.013 -0.843 0.683
H -3.276 0.632 -4.156
H -3.768 1.892 -3.045
H -5.429 -0.611 -3.737
H -5.752 1.028 -4.283
H -5.930 0.625 -2.581
H -2.054 -2.760 -1.873
H -2.732 -2.239 -3.399
H -4.355 -3.108 -0.920
H -4.151 -4.037 -2.400
H -5.082 -2.545 -2.421
C -0.369 3.238 -3.645
O -0.032 2.426 -2.497
C -0.754 2.523 -1.364
C -1.540 3.756 -1.095
H -1.374 2.995 -3.992
H 0.355 2.987 -4.413
H -0.295 4.295 -3.401
H -0.875 4.621 -0.994
H -2.104 3.650 -0.169
H -2.246 3.980 -1.899
*
```

Values from the calculation:
Relative energy (zero: lowest compared OMol25 entry of this formula, charge and spin) = 0.0000 eV
Orbital gap (alpha / beta) = 0.327 / 0.300 hartree
Energy = -88767.4190 eV
Highest occupied orbital energy (alpha / beta) = -14.526 / -12.953 eV

***

The following is a quantum chemistry calculation of 4 unconnected molecules or ions with the total composition C31H70BI2N4O4 at a distorted geometry, from the Open Molecules 2025 dataset.

ORCA input file:
```
! wB97M-V def2-TZVPD RIJCOSX def2/J DEFGRID3
* xyz -1 1
C 5.362 -3.198 -0.074
C 6.130 -3.786 -1.256
O 5.527 -3.496 -2.501
C 5.611 -4.551 -3.446
C 4.311 -5.278 -3.645
O 3.247 -4.396 -3.905
C 1.994 -4.860 -3.398
C 1.680 -4.250 -2.010
C 2.122 -2.796 -2.093
C 1.570 -1.778 -1.154
C 2.100 -0.379 -1.430
N 0.763 -1.997 -0.204
O 2.482 -5.029 -1.131
B 1.671 -6.163 -0.655
I 1.463 -6.270 1.576
O 0.396 -6.033 -1.402
C 0.288 -4.624 -1.512
C -1.007 -4.091 -2.108
C -0.981 -3.591 -3.541
C -2.171 -2.725 -3.963
I -4.071 -3.339 -3.191
H 6.031 -2.622 0.557
H 4.584 -2.525 -0.407
H 4.925 -3.981 0.532
H 6.204 -4.855 -1.088
H 7.148 -3.392 -1.215
H 5.980 -4.135 -4.383
H 6.340 -5.296 -3.139
H 4.436 -5.925 -4.523
H 4.141 -5.915 -2.781
H 1.243 -4.597 -4.139
H 2.015 -5.942 -3.343
H 1.968 -2.404 -3.093
H 3.196 -2.797 -1.954
H 1.576 0.023 -2.294
H 3.144 -0.467 -1.712
H 2.005 0.248 -0.554
H 0.571 -1.111 0.260
H 2.162 -7.235 -0.970
H 0.279 -4.281 -0.478
H -1.760 -4.861 -2.013
H -1.335 -3.269 -1.476
H -0.958 -4.442 -4.214
H -0.097 -3.004 -3.764
H -2.251 -2.772 -5.038
H -2.001 -1.687 -3.715
C 5.909 2.308 2.380
C 4.651 1.452 2.349
N 4.708 0.312 3.237
C 3.641 -0.649 2.999
C 2.197 -0.209 3.260
C 4.997 0.604 4.627
C 4.061 1.569 5.369
H 6.795 1.702 2.186
H 5.850 3.079 1.611
H 6.039 2.814 3.338
H 4.528 1.078 1.329
H 3.777 2.095 2.550
H 3.844 -1.550 3.583
H 3.707 -0.968 1.954
H 1.965 -0.157 4.323
H 1.527 -0.952 2.822
H 1.962 0.757 2.808
H 6.012 1.008 4.684
H 5.044 -0.341 5.172
H 3.836 2.459 4.779
H 4.538 1.903 6.294
H 3.121 1.096 5.647
C 1.313 4.268 1.745
C 0.265 3.355 1.128
N -0.861 3.098 2.004
C -1.705 2.006 1.553
C -2.451 2.176 0.224
C -1.553 4.273 2.498
C -2.139 5.251 1.470
H 1.642 3.879 2.710
H 2.180 4.323 1.086
H 0.948 5.287 1.888
H 0.743 2.396 0.910
H -0.045 3.774 0.157
H -2.428 1.779 2.341
H -1.075 1.114 1.477
H -3.293 2.862 0.313
H -2.855 1.213 -0.093
H -1.796 2.531 -0.573
H -0.861 4.829 3.138
H -2.347 3.943 3.173
H -1.436 5.473 0.667
H -2.382 6.197 1.961
H -3.061 4.877 1.026
C -7.725 4.689 1.474
C -8.333 4.161 0.183
N -7.352 3.943 -0.861
C -7.938 3.724 -2.171
C -8.800 2.473 -2.378
C -6.244 3.071 -0.508
C -6.564 1.647 -0.039
H -7.136 5.587 1.287
H -8.518 4.943 2.179
H -7.085 3.950 1.958
H -9.049 4.903 -0.183
H -8.916 3.255 0.411
H -7.135 3.729 -2.913
H -8.551 4.602 -2.402
H -8.197 1.568 -2.440
H -9.346 2.557 -3.320
H -9.537 2.344 -1.585
H -5.670 3.564 0.282
H -5.556 3.019 -1.355
H -7.379 1.623 0.687
H -5.685 1.217 0.444
H -6.823 0.991 -0.868
*
```

Values from the calculation:
Orbital gap = 0.241 hartree
Energy = -64312.5004 eV
Highest occupied orbital energy = -4.518 eV